Arrangement w

A 2-piece molecular cluster, C5H14O overall. Source: the Open Molecules 2025 dataset; level of theory: the ωB97M-V functional and the def2-TZVPD basis.

Geometry as ORCA input:
```
! wB97M-V def2-TZVPD RIJCOSX def2/J DEFGRID3
* xyz 0 1
O 0.76758 1.27802 0.14490
C 1.62242 -2.45257 0.13937
C -0.28148 1.78885 -0.69402
C -1.24864 0.66768 -1.03694
C 0.57572 -2.48641 1.27547
C -0.98950 2.96747 0.03107
H -0.76835 2.86947 1.08932
H -2.05627 2.88979 -0.17297
H 0.75011 -3.39126 1.85008
H 1.88850 -3.48871 -0.08213
H -1.53137 0.13400 -0.12015
H 1.23609 -2.07292 -0.80471
H 0.23528 2.14337 -1.58687
H 0.51788 0.42179 0.50149
H -0.59116 3.91167 -0.33829
H 0.60130 -1.57323 1.86942
H -0.75230 -0.08786 -1.61373
H 2.58520 -1.95264 0.25576
H -0.40714 -2.58100 0.82515
H -2.15388 1.01448 -1.53226
*
```

The SMILES is CC(C)O.CC. The value obtained for the orbital gap is 11.1 eV.


Arrangement x

A 2-piece molecular cluster, C5H14O overall. Source: the Open Molecules 2025 dataset; level of theory: the ωB97M-V functional and the def2-TZVPD basis.

Geometry as ORCA input:
```
! wB97M-V def2-TZVPD RIJCOSX def2/J DEFGRID3
* xyz 0 1
O -2.81355 -0.76403 0.69992
C -1.34327 0.90553 -0.35792
C 3.25584 -0.45722 -1.17508
C -1.65837 0.67290 2.03588
C -1.60028 -0.09929 0.72529
C 1.65726 -0.75976 -1.17482
H 1.13299 -0.29846 -0.30212
H 3.69530 0.36314 -1.78356
H -2.75403 1.14049 2.13562
H 3.81088 -1.33594 -1.32789
H 1.37007 -0.51245 -2.23818
H 3.43547 -0.06700 -0.23861
H -0.25194 1.07163 -0.34143
H -1.98548 1.85484 -0.21061
H -1.51986 0.05955 3.07007
H 1.79112 -1.87618 -1.04842
H -2.83225 -1.12269 -0.16312
H -1.75663 0.71259 -1.32490
H -0.86822 -0.89080 0.85024
H -0.76506 1.40315 2.16963
*
```

The SMILES is CC(C)O.CC. The value obtained for the orbital gap is 11.2 eV.


Arrangement y

A 2-piece molecular cluster, C5H14O overall. Source: the Open Molecules 2025 dataset; level of theory: the ωB97M-V functional and the def2-TZVPD basis.

Geometry as ORCA input:
```
! wB97M-V def2-TZVPD RIJCOSX def2/J DEFGRID3
* xyz 0 1
O -0.21106 -1.17765 -0.08681
C 2.04787 -0.15737 -0.31321
C 1.45531 -2.48584 -1.13621
C -2.77061 2.65546 1.26582
C -1.39003 1.89127 0.94991
C 0.97328 -1.03033 -0.90712
H -3.10955 2.99857 0.28525
H -3.59332 1.99884 1.54422
H -1.01775 2.51251 0.14274
H 0.02488 -1.13946 0.85579
H 0.61993 -3.00509 -1.61535
H 2.29492 -2.49572 -1.83405
H 1.57059 -3.09649 -0.24100
H -2.54335 3.42931 1.98554
H 1.75233 0.41782 0.56446
H 2.41345 0.52747 -1.07635
H -0.81358 2.05737 1.85512
H 2.87913 -0.71262 0.13895
H -1.57716 0.86955 0.65747
H 0.58220 -0.68184 -1.85751
*
```

The SMILES is CC(C)O.CC. The value obtained for the orbital gap is 11.0 eV.


Arrangement z

A 2-piece molecular cluster, C5H14O overall. Source: the Open Molecules 2025 dataset; level of theory: the ωB97M-V functional and the def2-TZVPD basis.

Geometry as ORCA input:
```
! wB97M-V def2-TZVPD RIJCOSX def2/J DEFGRID3
* xyz 0 1
O 4.33937 -0.74345 -0.96524
C -2.05149 0.72731 0.27223
C -0.67719 0.09898 0.12499
C -0.07640 -0.17139 1.54753
C -1.04519 -1.18147 -0.62423
C 0.26358 0.94592 -0.66999
H -2.48335 0.71787 -0.74267
H -2.07733 1.76109 0.65597
H -2.67466 0.09382 0.92565
H -0.25142 1.49750 -1.47444
H 1.00981 -0.36209 1.52772
H -1.28131 -1.00159 -1.68654
H -0.57213 -1.01336 2.05934
H 1.06690 0.33779 -1.11885
H 3.40143 -0.44604 -0.95657
H 0.71875 1.67523 0.02106
H -0.26140 0.74971 2.12543
H -1.92881 -1.62822 -0.13819
H 4.79146 -0.15724 -0.31699
H -0.21064 -1.90033 -0.56616
*
```

The SMILES is CC(C)(C)C.O. The value obtained for the orbital gap is 11.8 eV.


Computed relative energies in units of kcal/mol: arrangement w 10.8; arrangement x 47.7; arrangement y 20.9; arrangement z 0.0